Record 1
The following is a quantum chemistry calculation of a single C3H5ClN2S molecule at a distorted geometry, from the OMol25 dataset.

Last column: Löwdin charge in e.
Cartesian coordinates (Å):
N (1.524, 0.489, -1.178)  0.09
N (0.436, 0.173, -0.405)  -0.22
C (-0.175, 0.905, 0.712)  -0.12
C (-0.973, -0.360, 0.925)  -0.65
Cl (-2.752, -0.187, 0.745)  0.61
C (-0.265, -0.966, -0.226)  -0.89
S (-0.203, -2.379, -1.032)  0.64
H (2.209, -0.284, -1.108)  0.10
H (1.161, 0.507, -2.131)  0.10
H (-0.734, 1.783, 0.323)  0.12
H (0.505, 1.170, 1.502)  0.11
H (-0.734, -0.850, 1.873)  0.12

Atomic forces in eV per Å
0.26 -0.47 -0.48
-0.23 -0.18 1.00
-0.03 1.19 -1.33
-1.52 -0.19 1.45
0.60 -0.17 0.13
0.81 -0.46 -1.47
-0.08 0.05 0.20
-0.49 0.50 -0.16
0.52 0.02 -0.06
0.20 -0.47 0.59
0.30 0.18 0.33
-0.35 0.00 -0.20

electronic energy = -1085.1490 hartree
frontier orbital gap = 9.3 eV
HOMO energy = -8.768 eV
relative energy (zero: lowest compared OMol25 entry of this formula, charge and spin) = 0.819 eV
SMILES = NN1C[C@@H](Cl)C1=S


Record 2
The following is a quantum chemistry calculation of a single C3H5ClNOP molecule at a distorted geometry, from the OMol25 dataset.

Last column: Löwdin charge in e.
Cartesian coordinates (Å):
C (-0.645, 0.111, 0.542)  -0.27
C (0.586, 0.264, 0.144)  -0.14
C (1.776, 0.788, 0.998)  -0.08
N (-1.766, -0.391, -0.132)  -0.20
O (-0.777, -1.433, -2.443)  -0.34
P (-1.779, -0.817, -1.608)  0.28
Cl (-3.566, -1.626, -1.820)  0.38
H (-0.863, 0.324, 1.539)  0.09
H (0.999, -0.032, -0.812)  0.09
H (2.426, 0.086, 1.465)  0.06
H (1.224, 1.311, 1.764)  0.06
H (2.385, 1.415, 0.364)  0.07

Atomic forces in eV per Å
-0.87 -0.50 -0.30
3.92 -0.49 -0.50
-2.64 0.28 -0.60
0.38 1.10 -0.33
1.01 0.22 -1.44
-0.76 -1.46 1.84
-0.61 0.09 -0.58
-0.50 0.61 1.60
-0.87 -0.09 -0.55
0.23 -1.04 0.15
0.67 0.77 0.61
0.05 0.51 0.10

electronic energy = -1048.8281 hartree
frontier orbital gap (alpha / beta) = 7.6 / 7.6 eV
HOMO energy (alpha / beta) = -9.116 / -9.117 eV
relative energy (zero: lowest compared OMol25 entry of this formula, charge and spin) = 1.099 eV


Record 3
The following is a quantum chemistry calculation of a molecular structure, C3H5ClO2P at a distorted geometry, from the OMol25 dataset.

Last column: Löwdin charge in e.
Cartesian coordinates (Å):
C (-1.380, -0.459, -0.785)  -0.79
C (-0.433, -0.770, 0.406)  -0.30
C (0.959, -0.310, 0.147)  -0.85
O (-2.205, -1.243, -1.267)  -0.05
O (-1.112, 0.658, -1.260)  -0.22
P (0.746, 1.631, -0.281)  0.74
Cl (1.632, -1.032, -1.414)  0.45
H (-0.910, -0.141, 1.218)  0.11
H (-0.599, -1.778, 0.693)  0.08
H (1.521, -0.711, 1.082)  0.09
H (-0.088, 2.040, 0.854)  -0.10
H (1.868, 2.114, 0.608)  -0.16

Atomic forces in eV per Å
0.29 -0.83 -0.83
-2.68 0.65 0.04
0.16 0.78 1.12
-0.09 -0.65 0.98
0.23 1.97 -0.31
0.89 -0.30 1.55
-0.02 -0.02 0.96
0.89 -0.56 -0.48
0.42 -1.18 0.23
-0.04 1.22 -1.98
0.18 -0.52 -0.86
-0.21 -0.55 -0.43

electronic energy = -1069.3656 hartree
frontier orbital gap = 7.9 eV
HOMO energy = -4.240 eV
relative energy (zero: lowest compared OMol25 entry of this formula, charge and spin) = 2.854 eV
total charge = -1


Q: Among the records above, which one has the lowest electronic energy?
A: C3H5ClN2S